C6H10O | ωB97M-V/def2-TZVPD

```
17
Properties=species:S:1:pos:R:3:forces:R:3
C -2.002 -0.644 -0.658 -0.058 -0.082 0.029
C -0.724 -0.181 -0.038 0.077 -0.053 0.113
C -0.368 0.043 1.231 -0.085 0.022 -0.136
C 0.980 0.729 1.335 0.012 0.002 0.051
C 1.377 0.937 -0.143 0.046 -0.030 -0.028
C 0.497 -0.046 -0.917 -0.081 0.285 -0.079
O 1.064 -1.354 -1.035 0.086 -0.237 0.014
H -1.798 -1.397 -1.427 -0.067 0.054 0.140
H -2.466 0.210 -1.170 -0.003 -0.178 0.093
H -2.719 -1.051 0.060 0.091 0.088 -0.040
H -0.962 -0.219 2.105 -0.043 0.270 -0.161
H 1.738 0.166 1.895 -0.239 -0.030 -0.074
H 0.856 1.689 1.850 0.116 -0.141 -0.006
H 1.121 1.956 -0.462 0.042 -0.189 0.068
H 2.440 0.780 -0.347 -0.134 -0.028 0.060
H 0.296 0.284 -1.943 -0.023 0.027 0.154
H 0.672 -1.901 -0.337 0.264 0.222 -0.199
```
Forces are in eV/Å.

The highest occupied orbital energy is -9.23 eV. As for the LUMO energy: 0.95 eV. The energy above the lowest of the compared OMol25 structures with the same formula, charge and spin comes out at 0.1902 eV. As for the total energy: -8431.050 eV.

Table of natural (NBO) atomic charges, one value per atom, all in e: number 1, C, carries -0.645; number 2, C, carries -0.024; number 3, C, carries -0.189; number 4, C, carries -0.439; number 5, C, carries -0.418; number 6, C, carries 0.059; number 7, O, carries -0.722; number 8, H, carries 0.224; number 9, H, carries 0.224; number 10, H, carries 0.218; number 11, H, carries 0.208; number 12, H, carries 0.212; number 13, H, carries 0.213; number 14, H, carries 0.207; number 15, H, carries 0.222; number 16, H, carries 0.178; number 17, H, carries 0.472